--- A ---
Entry from the OMol25 dataset: a molecular structure, C49H51IrN4O3PS3Sb (ωB97M-V/def2-TZVPD).

HOMO energy (alpha / beta)   -0.3397 / -0.3466 Eh
Gap between HOMO and LUMO (alpha / beta)   7.06 / 6.98 eV

ORCA input file:
```
! RIJCOSX wB97M-V def2-TZVPD def2/J DEFGRID3
* xyz 1 2
Ir 0.31437 0.82069 0.94220
C -0.58751 1.71818 5.65300
C -0.45858 0.33327 5.10909
N 0.31737 0.00466 4.12559
C 0.18508 -1.32530 3.80999
C -0.68417 -2.02367 4.58933
S -1.37400 -0.97943 5.74763
C 0.96289 -1.86267 2.69039
C 1.08948 -3.17258 2.36343
S 2.20566 -3.34817 1.08077
C 2.46720 -1.65967 1.06462
N 1.71346 -1.00183 1.90975
C 3.55336 -1.04896 0.24564
H -1.32167 2.28404 5.07719
H 0.37385 2.22639 5.58181
H -0.89818 1.70742 6.69632
H -0.97038 -3.05942 4.51663
H 0.59721 -4.02156 2.80646
H 3.78490 -1.65417 -0.62924
H 4.45773 -0.97329 0.85338
H 3.26814 -0.05482 -0.08225
O 0.11047 2.29940 2.59060
N 1.25222 2.66763 3.14012
C 2.28843 1.81847 3.26198
C 3.46737 2.24483 3.84053
C 3.58248 3.53917 4.31596
C 2.48563 4.38250 4.20910
C 1.32997 3.92479 3.62121
H 2.10489 0.80869 2.91932
H 4.28241 1.53990 3.92018
H 4.50139 3.88307 4.76879
H 2.51387 5.39771 4.57733
H 0.42892 4.50572 3.49680
C -2.20339 3.05844 0.52693
P -0.64764 2.45441 -0.16875
C 0.40016 3.94105 -0.24263
C -1.00825 2.12441 -1.91413
H -2.55190 3.93168 -0.02662
H -2.04229 3.30966 1.57398
H -2.95250 2.26881 0.47878
H 0.06886 4.60888 -1.04024
H 1.43131 3.64791 -0.43284
H 0.35268 4.47452 0.70665
H -0.07762 2.12371 -2.48396
H -1.65629 2.91590 -2.29379
H -1.49423 1.15877 -2.04450
C 6.41829 3.74582 -2.49046
C 5.94774 2.32535 -2.64632
C 6.87596 1.29584 -2.72979
C 6.45332 -0.01289 -2.89631
C 5.10377 -0.30500 -2.96075
C 4.15716 0.71560 -2.87630
N 2.76709 0.43796 -2.87605
C 2.20202 -0.73753 -3.35609
C 2.68528 -1.28407 -4.55436
C 2.15539 -2.44019 -5.08364
C 1.09970 -3.08780 -4.44754
C 0.58312 -2.53262 -3.29794
C 1.10812 -1.36613 -2.72929
C 0.41301 -0.87661 -1.49298
O -0.65066 -1.37811 -1.14303
O 1.00526 0.07369 -0.82868
C 4.57840 2.04386 -2.73298
C 3.59346 3.18152 -2.70502
H 7.49206 3.77975 -2.31510
H 5.92181 4.24858 -1.65802
H 6.20898 4.33498 -3.38673
H 7.93272 1.52386 -2.66896
H 7.17697 -0.81483 -2.96595
H 4.78465 -1.33292 -3.06350
H 2.27184 0.82128 -2.08568
H 3.48507 -0.77139 -5.07099
H 2.56084 -2.83304 -6.00723
H 0.68064 -3.99680 -4.85643
H -0.25668 -2.99618 -2.79991
H 2.58434 2.85283 -2.94563
H 3.87056 3.94406 -3.43547
H 3.57623 3.67904 -1.73135
S -1.67996 -0.33821 1.75029
Sb -3.16120 -1.38727 0.34947
C -3.65500 -0.68304 -1.56928
C -4.39284 0.48973 -1.69543
C -4.71909 0.96890 -2.95666
C -4.31247 0.27329 -4.08656
C -3.59455 -0.90860 -3.95886
C -3.26549 -1.39149 -2.70040
C -5.01899 -1.24193 1.32795
C -6.20972 -1.32585 0.61241
C -7.42420 -1.27494 1.28373
C -7.44915 -1.14446 2.66486
C -6.26171 -1.06197 3.37981
C -5.04546 -1.10744 2.71383
C -2.86511 -3.48059 0.29289
C -3.88014 -4.28480 0.80630
C -3.73133 -5.66545 0.82292
C -2.57470 -6.24571 0.32556
C -1.56044 -5.44459 -0.18160
C -1.69881 -4.06393 -0.19664
H -4.72339 1.03154 -0.81559
H -5.29378 1.88072 -3.05523
H -4.56554 0.64736 -5.06992
H -3.28700 -1.45613 -4.84018
H -2.70110 -2.30909 -2.60731
H -6.20140 -1.43677 -0.46575
H -8.34939 -1.33851 0.72614
H -8.39667 -1.10483 3.18603
H -6.28247 -0.95980 4.45694
H -4.11915 -1.02419 3.27130
H -4.78971 -3.84542 1.19742
H -4.52310 -6.28463 1.22373
H -2.46278 -7.32210 0.33375
H -0.65502 -5.89533 -0.56871
H -0.89875 -3.44157 -0.57121
*
```

--- B ---
Entry from the OMol25 dataset: a molecular structure, C49H51IrN4O3PS3Sb (ωB97M-V/def2-TZVPD).

HOMO energy (alpha / beta)   -0.3398 / -0.3397 Eh
Gap between HOMO and LUMO (alpha / beta)   7.15 / 6.67 eV

ORCA input file:
```
! RIJCOSX wB97M-V def2-TZVPD def2/J DEFGRID3
* xyz 1 2
Ir -0.95199 0.34214 0.86726
C -0.11221 -5.27932 -0.68170
C -0.50715 -3.91844 -1.14400
N 0.26904 -2.87418 -1.11062
C -0.39060 -1.76805 -1.60923
C -1.66828 -1.97920 -2.00773
S -2.08732 -3.61416 -1.77701
C 0.36664 -0.50206 -1.73289
C 0.87723 -0.05558 -2.90569
S 1.85963 1.32096 -2.63531
C 1.48685 1.27868 -0.96606
N 0.69064 0.28648 -0.64037
C 2.11660 2.24238 -0.02434
H 0.83949 -5.21761 -0.16291
H -0.01648 -5.96377 -1.52563
H -0.85490 -5.68222 0.00682
H -2.37264 -1.26661 -2.39516
H 0.78825 -0.51734 -3.87472
H 3.10404 1.86259 0.25240
H 1.52635 2.34544 0.87747
H 2.24663 3.21506 -0.49460
O 0.45227 1.20281 2.53844
N 0.32618 0.65838 3.73232
C -0.41124 1.28994 4.66609
C -0.54951 0.75477 5.92559
C 0.06724 -0.45317 6.22912
C 0.83067 -1.07466 5.25580
C 0.96090 -0.49289 4.01058
H -0.85389 2.21821 4.33215
H -1.14219 1.28614 6.65617
H -0.03833 -0.89287 7.21060
H 1.34056 -2.01023 5.43914
H 1.54872 -0.90508 3.20344
C -3.99742 1.49851 2.16172
P -2.95129 0.03289 1.84473
C -4.01360 -0.94682 0.74320
C -3.04132 -0.82845 3.44187
H -4.93385 1.18381 2.62388
H -4.21556 2.00771 1.22218
H -3.48581 2.20388 2.81686
H -5.00191 -1.07164 1.19212
H -3.54806 -1.91758 0.58714
H -4.12085 -0.42844 -0.21109
H -4.08280 -1.01767 3.70660
H -2.58694 -0.21374 4.21872
H -2.51537 -1.77649 3.36580
C 6.75945 -3.21508 -0.84697
C 5.87896 -2.32023 -0.01869
C 6.38159 -1.13269 0.49720
C 5.58266 -0.28784 1.25224
C 4.27549 -0.64770 1.52377
C 3.75311 -1.83486 1.01585
N 2.40046 -2.14184 1.31040
C 1.95569 -3.23130 2.02168
C 2.87654 -4.12932 2.58660
C 2.45569 -5.24492 3.28193
C 1.10156 -5.51709 3.45009
C 0.18411 -4.63736 2.91105
C 0.57464 -3.49641 2.21161
C -0.52125 -2.60965 1.71474
O -1.67634 -2.99699 1.59823
O -0.11596 -1.39777 1.47430
C 4.54305 -2.67256 0.21566
C 3.97587 -3.91578 -0.41113
H 7.78402 -2.84737 -0.86100
H 6.40873 -3.27199 -1.87998
H 6.76882 -4.23531 -0.45912
H 7.41423 -0.86818 0.30471
H 5.98687 0.63441 1.64841
H 3.64648 -0.02036 2.14546
H 1.68399 -1.49505 1.01510
H 3.93467 -3.93802 2.46481
H 3.19889 -5.91214 3.70038
H 0.77420 -6.39362 3.99147
H -0.87960 -4.81332 3.01388
H 2.89229 -3.90209 -0.38103
H 4.32699 -4.82173 0.09027
H 4.28198 -3.98770 -1.45624
S -1.35785 2.64014 0.49785
Sb -2.35486 3.18487 -1.50699
C -3.57718 4.84658 -1.13688
C -4.11438 5.56492 -2.20134
C -4.93343 6.65348 -1.94831
C -5.21565 7.01985 -0.63783
C -4.68300 6.29940 0.42103
C -3.86070 5.20795 0.17488
C -3.63994 1.80031 -2.40243
C -4.98872 1.84016 -2.05781
C -5.87134 0.93515 -2.62939
C -5.41134 0.00802 -3.55597
C -4.06882 -0.01928 -3.91041
C -3.17920 0.87155 -3.32809
C -0.94406 3.78430 -2.93836
C -1.07457 3.48341 -4.28948
C -0.10231 3.91635 -5.18276
C 0.97877 4.65749 -4.72850
C 1.09740 4.97142 -3.38056
C 0.13970 4.53104 -2.48124
H -3.89926 5.28253 -3.22833
H -5.35071 7.21658 -2.77225
H -5.85346 7.87175 -0.44352
H -4.90307 6.58866 1.43990
H -3.43639 4.64585 0.99864
H -5.36050 2.58465 -1.35935
H -6.91882 0.96267 -2.36002
H -6.10079 -0.69140 -4.00980
H -3.71531 -0.74365 -4.63401
H -2.12857 0.83310 -3.58922
H -1.92490 2.92282 -4.65583
H -0.19607 3.68116 -6.23474
H 1.73043 4.99715 -5.42860
H 1.93903 5.55440 -3.03091
H 0.24771 4.75239 -1.42460
*
```

The most stable arrangement is B, and the next structure is 0.0264 hartree less stable.

--- A ---
Entry from the OMol25 dataset: 2 unconnected molecules or ions with the total composition CH6O (ωB97M-V/def2-TZVPD).

HOMO energy   -0.4258 Eh
Gap between HOMO and LUMO   12.49 eV
SMILES   C.O

ORCA input file:
```
! RIJCOSX wB97M-V def2-TZVPD def2/J DEFGRID3
* xyz 0 1
C 1.02484 0.87259 1.65624
H 0.19718 0.80616 0.93473
H 0.92044 1.79192 2.25117
H 1.00042 -0.00112 2.32410
H 1.98228 0.89312 1.11506
O -1.55213 -1.70017 -2.48470
H -1.93154 -0.80307 -2.34499
H -1.64150 -1.85943 -3.45161
*
```

--- B ---
Entry from the OMol25 dataset: 2 unconnected molecules or ions with the total composition CH6O (ωB97M-V/def2-TZVPD).

HOMO energy   -0.4217 Eh
Gap between HOMO and LUMO   12.38 eV
SMILES   C.O

ORCA input file:
```
! RIJCOSX wB97M-V def2-TZVPD def2/J DEFGRID3
* xyz 0 1
C 0.31058 1.00446 0.12608
H -0.61537 0.90298 0.71116
H 1.02191 0.22067 0.42555
H 0.08110 0.90163 -0.94479
H 0.75525 1.99326 0.31195
O -0.77702 -1.39059 -0.09491
H 0.20498 -1.33364 -0.12121
H -0.98144 -2.29876 -0.41381
*
```

The most stable arrangement is A, and the next structure is 0.0056 hartree less stable.

--- A ---
Entry from the OMol25 dataset: 2 unconnected molecules or ions with the total composition CH2N2S2 (ωB97M-V/def2-TZVPD).

HOMO energy   -0.2993 Eh
Gap between HOMO and LUMO   7.22 eV
SMILES   S=NS.C#N

ORCA input file:
```
! RIJCOSX wB97M-V def2-TZVPD def2/J DEFGRID3
* xyz 0 1
S -1.73039 1.13470 1.56791
N -1.55859 0.43293 0.22740
S -2.22185 -1.12666 -0.21319
H -1.20324 -1.13436 -1.22006
C 2.19574 0.24228 -0.20392
N 1.60404 -0.30304 0.61995
H 2.91429 0.75415 -0.77809
*
```

--- B ---
Entry from the OMol25 dataset: CH2N2S2 in the gas phase (ωB97M-V/def2-TZVPD).

HOMO energy (alpha / beta)   -0.3174 / -0.3171 Eh
Gap between HOMO and LUMO (alpha / beta)   7.02 / 6.99 eV

ORCA input file:
```
! RIJCOSX wB97M-V def2-TZVPD def2/J DEFGRID3
* xyz 0 1
C -0.08443 -0.56481 1.13236
N -0.87141 0.22994 0.50890
N -0.75794 1.16555 -0.28725
S 0.00062 1.25867 -1.68469
S 1.18166 -0.19207 -2.46517
H -0.53496 -1.42721 1.80250
H 1.06646 -0.47007 0.99335
*
```

--- C ---
Entry from the OMol25 dataset: 2 unconnected molecules or ions with the total composition CH2N2S2 (ωB97M-V/def2-TZVPD).

HOMO energy (alpha / beta)   -0.3143 / -0.3145 Eh
Gap between HOMO and LUMO (alpha / beta)   7.38 / 7.38 eV
SMILES   N=C=S.N=S

ORCA input file:
```
! RIJCOSX wB97M-V def2-TZVPD def2/J DEFGRID3
* xyz 0 1
N -0.07968 1.81920 0.63927
C 0.89085 1.15962 0.74608
S 1.92873 0.04335 1.07907
H -0.72550 2.41128 0.11542
N -0.77346 -2.30774 -0.94828
S -1.24510 -1.12266 -0.04928
H 0.00414 -2.00304 -1.58227
*
```

The most stable arrangement is C, and the next structure is 0.0237 hartree less stable.

--- A ---
Entry from the OMol25 dataset: 2 unconnected molecules or ions with the total composition C6H16O2 (ωB97M-V/def2-TZVPD).

HOMO energy   -0.3887 Eh
Gap between HOMO and LUMO   11.39 eV
SMILES   CC[C@@H](C)CCO.O

ORCA input file:
```
! RIJCOSX wB97M-V def2-TZVPD def2/J DEFGRID3
* xyz 0 1
C -1.58026 -0.43063 1.78170
C -0.95652 0.55918 0.75933
C -0.42734 -0.16749 -0.46891
C -1.51166 -0.99457 -1.15660
C 0.32004 0.80865 -1.39380
C 1.72358 1.11718 -0.95086
O 2.54107 -0.03256 -0.97320
H -2.17954 0.15061 2.48984
H -0.84194 -0.94571 2.39154
H -2.21228 -1.16960 1.30111
H -1.68564 1.37302 0.68570
H -0.21974 1.01950 1.43249
H 0.31401 -0.87891 -0.10936
H -1.65535 -1.94492 -0.64686
H -1.30315 -1.22571 -2.20260
H -2.46246 -0.45623 -1.14741
H -0.33703 1.66151 -1.59613
H 0.44315 0.40955 -2.41234
H 2.12028 1.93830 -1.56991
H 1.87578 1.53852 0.04666
H 2.97012 -0.24404 -1.80626
O 1.52311 -1.02009 1.96752
H 1.43011 -0.61366 1.10808
H 2.11166 -0.45191 2.47029
*
```

--- B ---
Entry from the OMol25 dataset: 3 unconnected molecules or ions with the total composition C6H16O2 (ωB97M-V/def2-TZVPD).

HOMO energy   -0.3180 Eh
Gap between HOMO and LUMO   9.33 eV
SMILES   C/C=C/CCC.O.O

ORCA input file:
```
! RIJCOSX wB97M-V def2-TZVPD def2/J DEFGRID3
* xyz 0 1
C -1.95722 -0.44479 -0.85078
C -1.04760 -0.02469 0.24965
C 0.31501 0.08923 0.31398
C 1.11530 0.24795 1.62131
C 2.45739 1.15171 1.46548
C 2.30396 2.00969 0.14901
H -2.90470 -0.86490 -0.43212
H -1.69841 -1.16769 -1.65312
H -2.14889 0.45298 -1.46885
H -1.63166 0.24810 1.14866
H 0.95243 0.01282 -0.62182
H 0.52354 0.51591 2.52924
H 1.47024 -0.92507 1.72956
H 2.79363 1.80301 2.25613
H 3.26761 0.45369 1.38667
H 3.31363 2.29723 -0.00717
H 1.44175 2.70580 0.54661
H 1.91376 1.60539 -0.79817
O 0.09670 -6.50321 -0.34774
H -0.76831 -7.00350 -0.28375
H -0.04031 -5.60036 -0.76814
O -3.08298 3.06307 -1.73818
H -2.77381 3.40324 -2.49637
H -3.91108 2.47439 -1.93011
*
```

The most stable arrangement is A, and the next structure is 0.0850 hartree less stable.